No. 1
{"formula": "C3H7N", "method": "wB97M-V/def2-TZVPD", "homo_energy_ev": -9.035, "multiplicity": 1, "fmax_ev_per_a": 4.439, "total_charge": 0, "lumo_ev": 1.180, "smiles": "C#C.CN", "total_energy_ha": -173.14644, "symbols": ["C", "C", "H", "H", "C", "N", "H", "H", "H", "H", "H"], "coordinates": [[-0.781070, -0.574338, 1.963060], [0.237517, -0.009873, 2.116594], [-1.563399, -1.113764, 1.592963], [1.171919, 0.303269, 2.607894], [-0.260357, -0.056844, -1.527939], [0.594898, 0.910594, -0.770761], [-0.346760, 0.263494, -2.600389], [0.191913, -1.097089, -1.511816], [-1.260596, -0.012325, -1.108918], [0.447985, 0.618402, 0.241366], [1.567949, 0.768475, -1.002053]], "atomic_forces_ev_per_a": [[-0.862, -0.495, -0.509], [3.542, 1.200, 2.392], [-1.786, -0.923, -0.464], [-1.004, 0.023, -0.933], [1.450, 0.141, -0.764], [-1.265, -0.979, 1.137], [0.126, -0.280, 0.915], [-0.892, 0.896, -0.003], [-0.059, -0.303, 0.079], [0.664, 0.804, -1.881], [0.087, -0.084, 0.031]], "nbo_charge": [-0.197, -0.272, 0.223, 0.255, -0.422, -0.846, 0.192, 0.168, 0.191, 0.364, 0.345]}

---

No. 2
{"formula": "C4H3BrO", "method": "wB97M-V/def2-TZVPD", "homo_energy_ev": -10.374, "multiplicity": 1, "fmax_ev_per_a": 4.389, "total_charge": 0, "lumo_ev": 0.271, "total_energy_ha": -2803.25876, "symbols": ["C", "C", "C", "C", "O", "Br", "H", "H", "H"], "coordinates": [[0.366803, -2.566049, -0.530510], [-0.258882, -1.573934, -0.253430], [-0.790067, 1.505883, 0.025284], [-1.310604, 0.132855, -0.266901], [-1.074477, 1.000469, -1.288837], [-3.087649, -0.263494, 0.087525], [0.992586, -3.369102, -0.779893], [-1.371553, 2.297760, 0.559407], [0.220261, 1.556929, 0.127687]], "atomic_forces_ev_per_a": [[-0.494, 1.102, 0.266], [-1.982, 3.900, -0.358], [-1.698, -1.275, 0.558], [2.543, -1.839, 0.082], [-0.656, -0.225, -0.317], [-0.762, -0.469, 0.179], [0.267, -0.637, -0.047], [0.010, -0.883, -1.049], [2.773, 0.327, 0.685]], "nbo_charge": [-0.313, -0.058, -0.122, 0.198, -0.462, 0.119, 0.235, 0.208, 0.194]}

---

No. 3
{"formula": "C5H14N2", "method": "wB97M-V/def2-TZVPD", "homo_energy_ev": -8.199, "multiplicity": 1, "fmax_ev_per_a": 4.838, "total_charge": 0, "lumo_ev": -0.431, "total_energy_ha": -308.17829, "symbols": ["C", "C", "N", "C", "C", "N", "C", "H", "H", "H", "H", "H", "H", "H", "H", "H", "H", "H", "H", "H", "H"], "coordinates": [[3.341244, 0.346780, -0.175472], [1.943720, 0.197472, -0.714498], [1.453431, -1.114506, -0.434881], [0.776004, -1.094905, 0.918315], [-0.656906, -0.364222, 0.704747], [-1.147989, -0.490436, -0.658765], [-2.158514, 0.287635, -0.311586], [3.643689, 1.360496, -0.571220], [3.443370, 0.404972, 0.893567], [3.960635, -0.424655, -0.611973], [1.235226, 1.014588, -0.323218], [1.990937, 0.340563, -1.825147], [1.397129, -0.544023, 1.791734], [0.629692, -2.187325, 1.246173], [-6.998616, 0.834409, -0.537437], [-0.513670, 0.640073, 1.134799], [-1.198159, -0.773247, 1.609136], [0.604083, -1.143199, -1.007098], [-2.165734, 1.269685, -0.676820], [-6.581325, 1.586067, -0.588426], [-2.998250, -0.146226, 0.138073]], "atomic_forces_ev_per_a": [[0.197, 2.268, -1.247], [-0.195, 1.330, -0.354], [-1.563, -0.338, 1.733], [0.843, -0.541, -0.101], [1.528, -1.311, 4.399], [-1.015, 1.869, 0.728], [2.124, -2.458, -2.759], [0.352, -0.966, 0.486], [-0.121, -0.296, 0.486], [0.293, -0.109, 0.107], [0.942, -0.808, -0.461], [-0.106, -0.161, 0.834], [-1.406, -1.115, -2.231], [0.023, 1.680, -0.486], [1.490, 2.671, -0.181], [0.285, 0.440, -0.821], [-0.513, -0.350, -1.078], [0.330, -0.738, -0.338], [-0.665, 1.772, -0.700], [-1.485, -2.672, 0.181], [-1.339, -0.167, 1.799]], "nbo_charge": [-0.613, -0.218, -0.634, -0.194, -0.336, -0.622, 0.206, 0.197, 0.200, 0.215, 0.152, 0.194, 0.201, 0.204, 0.004, 0.161, 0.197, 0.388, 0.154, -0.003, 0.150]}

---

Gap between HOMO and LUMO, record by record: 10.215; 10.644; 7.768 eV
ΔE to the lowest compared entry with this formula, charge and spin, record by record: 251.10; 419.32; 642.65 kJ/mol